1.
The following is a quantum chemistry calculation of the molecule C5H12N2 in a non-equilibrium geometry, from the Open Molecules 2025 dataset.

Values from the calculation:
Kohn-Sham gap (eV): 8.26
Spin multiplicity: 1
SMILES: CCC/C(N)=C/N
LUMO level (eV): 1.1
Relative energy (zero: lowest compared OMol25 entry of this formula, charge and spin) (kcal per mole): 19.2

CARTESIAN COORDINATES (ANGSTROEM)
C 1.728 0.635 1.086
C 1.673 -0.653 0.254
C 0.752 -0.613 -0.990
C -0.611 -0.030 -0.656
N -0.720 1.335 -0.770
C -1.653 -0.780 -0.260
N -2.877 -0.139 0.154
H 2.402 0.501 1.932
H 2.104 1.485 0.520
H 0.749 0.877 1.487
H 2.692 -0.830 -0.102
H 1.361 -1.485 0.877
H 0.563 -1.646 -1.285
H 1.130 -0.058 -1.846
H -1.357 1.873 -0.210
H 0.010 1.885 -1.142
H -1.613 -1.861 -0.276
H -2.699 0.299 1.035
H -3.633 -0.796 0.190

Forces on the atoms, in the same order (eV/Å):
C -0.037 -0.409 0.096
C 0.404 0.847 -0.707
C -1.194 -0.162 0.797
C -0.118 -0.765 -0.084
N -0.601 0.687 0.346
C 0.017 0.448 -0.202
N 1.000 -0.248 -0.802
H 0.047 -0.049 0.045
H -0.073 0.051 -0.158
H -0.121 0.140 0.016
H 0.013 -0.354 0.082
H 0.001 -0.100 0.099
H 0.232 0.011 -0.283
H 0.456 0.003 0.022
H -0.260 -0.309 -0.112
H 0.869 0.139 -0.236
H 0.164 -0.023 0.121
H -0.520 0.134 0.628
H -0.280 -0.041 0.331

2.
The following is a quantum chemistry calculation of a cluster of 3 separate species, C14H34BrFNO13P3S in total in a non-equilibrium geometry, from the Open Molecules 2025 dataset.

Values from the calculation:
Kohn-Sham gap (eV): 9.20
Spin multiplicity: 1
SMILES: O=C(Br)CN(P(O)O)S(=O)(=O)F.CCOP(=O)(OCC)OCC.CCOP(=O)(OCC)OCC
LUMO level (eV): -0.7
Relative energy (zero: lowest compared OMol25 entry of this formula, charge and spin) (kcal per mole): 0.0

CARTESIAN COORDINATES (ANGSTROEM)
O -9.889 -1.891 -3.037
C -9.386 -0.861 -3.227
Br -10.143 0.688 -2.309
C -8.184 -0.809 -4.232
N -6.818 -0.658 -3.639
P -6.263 1.042 -3.666
O -4.729 1.147 -3.047
O -7.167 2.008 -2.650
S -6.641 -1.429 -2.132
O -5.232 -1.508 -1.865
O -7.169 -2.760 -2.144
F -7.287 -0.529 -0.956
H -8.182 -1.788 -4.766
H -8.303 -0.024 -5.016
H -4.761 1.911 -2.434
H -7.836 2.417 -3.227
C -1.412 -5.269 -1.806
C 0.070 -5.090 -1.523
O 0.584 -3.880 -2.072
P 0.091 -2.458 -1.405
O 0.943 -2.446 -0.164
O 0.994 -1.407 -2.307
C 1.930 -0.540 -1.666
C 3.303 -1.181 -1.564
O -1.099 -2.323 -2.587
C -2.260 -1.556 -2.207
C -1.915 -0.120 -1.862
H -2.005 -4.517 -1.276
H -1.753 -6.253 -1.482
H -1.620 -5.152 -2.870
H 0.263 -5.116 -0.445
H 0.629 -5.908 -1.980
H 1.560 -0.231 -0.689
H 1.998 0.365 -2.274
H 3.259 -2.224 -1.248
H 3.933 -0.637 -0.856
H 3.794 -1.176 -2.539
H -2.746 -2.043 -1.359
H -2.954 -1.581 -3.045
H -1.269 -0.068 -0.977
H -2.818 0.449 -1.647
H -1.377 0.357 -2.682
C 2.126 0.209 3.809
C 3.495 -0.147 3.255
O 4.167 0.989 2.714
P 4.677 2.154 3.755
O 5.909 1.489 4.306
O 5.428 3.165 2.685
C 6.819 3.454 2.830
C 7.675 2.468 2.055
O 3.265 3.028 3.461
C 2.846 3.896 4.529
C 3.878 4.961 4.852
H 2.215 0.855 4.688
H 1.583 -0.689 4.107
H 1.538 0.752 3.068
H 4.116 -0.610 4.030
H 3.382 -0.868 2.445
H 7.097 3.484 3.883
H 6.980 4.461 2.436
H 7.339 1.438 2.178
H 8.719 2.528 2.372
H 7.625 2.684 0.986
H 2.633 3.292 5.416
H 1.912 4.365 4.216
H 4.803 4.515 5.232
H 3.501 5.645 5.614
H 4.139 5.530 3.959

Forces on the atoms, in the same order (eV/Å):
O -1.012 -1.442 0.373
C 0.873 0.583 -0.881
Br 0.394 0.151 -0.399
C 0.239 0.159 -0.678
N -0.908 0.624 3.548
P 0.395 1.910 -2.716
O -2.107 -0.018 0.631
O 0.856 -1.068 -0.081
S 3.327 -3.477 0.219
O -0.717 2.018 0.084
O -1.941 1.463 -0.102
F 0.153 -0.660 -1.683
H -0.224 0.652 0.627
H 0.042 -0.308 0.744
H 0.315 -0.452 -0.074
H 0.181 -0.077 0.362
C -0.089 0.112 0.021
C -0.120 -0.251 0.042
O -0.666 0.168 0.397
P 6.418 -0.769 -5.555
O -3.674 0.263 1.543
O -0.829 0.371 0.400
C 0.338 -0.078 0.082
C 0.224 -0.059 -0.132
O -1.159 0.119 3.359
C -0.337 0.334 -0.077
C 0.265 0.058 0.054
H -0.041 -0.075 0.014
H 0.049 0.011 0.025
H 0.049 -0.038 0.035
H 0.038 -0.016 -0.025
H 0.095 0.148 -0.028
H 0.039 -0.127 0.043
H -0.126 -0.102 -0.122
H -0.214 0.101 0.149
H -0.015 0.031 -0.057
H 0.007 0.054 0.022
H -0.142 0.011 -0.119
H 0.133 -0.149 -0.011
H -0.029 0.001 0.007
H -0.007 -0.125 0.005
H -0.052 -0.031 0.000
C -0.024 0.110 0.094
C -0.223 -0.245 0.041
O -0.273 0.245 0.740
P 2.330 -0.632 -8.224
O -2.092 0.729 3.340
O -0.339 0.453 0.844
C 0.276 -0.179 -0.138
C 0.043 -0.057 -0.239
O 0.544 -0.700 3.421
C -0.144 0.410 0.153
C 0.157 -0.018 -0.088
H -0.045 -0.063 0.030
H 0.054 -0.013 -0.019
H 0.036 -0.075 -0.013
H 0.023 0.004 -0.046
H 0.115 0.128 -0.059
H -0.014 -0.148 -0.004
H -0.202 -0.012 -0.048
H -0.036 0.091 0.245
H -0.029 0.039 -0.032
H 0.037 0.031 0.023
H -0.127 0.071 0.005
H 0.033 -0.145 -0.135
H -0.031 0.020 0.042
H -0.025 -0.045 -0.003
H -0.060 -0.018 0.024

3.
The following is a quantum chemistry calculation of a structure of composition C6H14CoO4 in a non-equilibrium geometry, from the Open Molecules 2025 dataset.

Values from the calculation:
Kohn-Sham gap (alpha / beta) (eV): 6.20 / 2.15
Spin multiplicity: 6
LUMO level (alpha / beta) (eV): 0.1 / -3.7

CARTESIAN COORDINATES (ANGSTROEM)
C -1.516 -2.308 0.820
O -1.636 -0.933 1.018
C -0.773 -0.431 2.059
C -0.750 1.073 1.982
O 0.338 1.509 1.123
C 0.019 1.640 -0.387
C 1.117 0.954 -1.166
O 1.304 -0.352 -0.628
C 2.104 -1.207 -1.426
Co 1.313 -0.392 1.457
H -2.200 -2.601 0.011
H -0.484 -2.586 0.528
H -1.782 -2.879 1.729
H -1.188 -0.748 3.035
H -0.554 1.500 2.977
H -1.687 1.519 1.600
H 0.131 2.728 -0.536
H -0.899 1.045 -0.508
H 2.064 1.515 -1.100
H 0.829 0.874 -2.226
H 2.205 -2.157 -0.888
H 1.616 -1.373 -2.397
H 3.102 -0.769 -1.581
O -1.063 2.538 -2.556
H -1.611 1.842 -2.938

Forces on the atoms, in the same order (eV/Å):
C -0.081 -1.530 -0.122
O 2.047 1.409 1.230
C -4.581 0.272 -0.962
C 0.298 0.914 -0.344
O 0.849 -1.141 0.073
C 0.230 -0.052 0.490
C 0.224 0.866 -0.453
O -0.209 -0.626 0.947
C 0.381 -0.381 -0.298
Co 1.105 0.560 -0.551
H 0.226 0.204 0.276
H -0.428 0.135 0.065
H 0.102 0.220 -0.241
H 0.976 -0.613 -0.165
H 0.046 -0.123 -0.332
H 0.183 -0.471 0.144
H -1.180 -0.824 -0.260
H 0.052 1.247 -0.215
H -0.150 -0.226 0.039
H -0.194 0.306 0.418
H -0.004 0.232 -0.188
H 0.115 0.077 0.274
H -0.271 -0.099 0.033
O 0.384 -0.495 0.297
H -0.118 0.139 -0.154

Q: spin multiplicity of number 1 (C5H12N2)?
A: 1

Q: Which of these has the highest spin multiplicity?
A: C6H14CoO4

What did the third record say?
The following is a quantum chemistry calculation of a structure of composition C6H14CoO4 in a non-equilibrium geometry, from the Open Molecules 2025 dataset.

Values from the calculation:
Kohn-Sham gap (alpha / beta) (eV): 6.20 / 2.15
Spin multiplicity: 6
LUMO level (alpha / beta) (eV): 0.1 / -3.7

CARTESIAN COORDINATES (ANGSTROEM)
C -1.516 -2.308 0.820
O -1.636 -0.933 1.018
C -0.773 -0.431 2.059
C -0.750 1.073 1.982
O 0.338 1.509 1.123
C 0.019 1.640 -0.387
C 1.117 0.954 -1.166
O 1.304 -0.352 -0.628
C 2.104 -1.207 -1.426
Co 1.313 -0.392 1.457
H -2.200 -2.601 0.011
H -0.484 -2.586 0.528
H -1.782 -2.879 1.729
H -1.188 -0.748 3.035
H -0.554 1.500 2.977
H -1.687 1.519 1.600
H 0.131 2.728 -0.536
H -0.899 1.045 -0.508
H 2.064 1.515 -1.100
H 0.829 0.874 -2.226
H 2.205 -2.157 -0.888
H 1.616 -1.373 -2.397
H 3.102 -0.769 -1.581
O -1.063 2.538 -2.556
H -1.611 1.842 -2.938

Forces on the atoms, in the same order (eV/Å):
C -0.081 -1.530 -0.122
O 2.047 1.409 1.230
C -4.581 0.272 -0.962
C 0.298 0.914 -0.344
O 0.849 -1.141 0.073
C 0.230 -0.052 0.490
C 0.224 0.866 -0.453
O -0.209 -0.626 0.947
C 0.381 -0.381 -0.298
Co 1.105 0.560 -0.551
H 0.226 0.204 0.276
H -0.428 0.135 0.065
H 0.102 0.220 -0.241
H 0.976 -0.613 -0.165
H 0.046 -0.123 -0.332
H 0.183 -0.471 0.144
H -1.180 -0.824 -0.260
H 0.052 1.247 -0.215
H -0.150 -0.226 0.039
H -0.194 0.306 0.418
H -0.004 0.232 -0.188
H 0.115 0.077 0.274
H -0.271 -0.099 0.033
O 0.384 -0.495 0.297
H -0.118 0.139 -0.154

Q: spin multiplicity of number 3 (C6H14CoO4)?
A: 6